Record 1
{"formula": "C12H15F2N3O4P", "method": "ωB97M-V with the def2-TZVPD basis set", "symbols": ["C", "P", "C", "N", "N", "C", "C", "C", "C", "F", "C", "C", "O", "C", "N", "H", "H", "H", "H", "H", "H", "H", "H", "H", "H", "H", "H", "C", "C", "O", "C", "O", "O", "F", "H", "H", "H"], "coordinates": [[-0.267, 2.559, 0.897], [-0.932, 0.904, 0.360], [0.098, -0.349, 1.347], [-0.427, 0.548, -1.362], [0.528, 1.309, -1.852], [0.932, 1.030, -3.104], [0.372, -0.071, -3.969], [0.895, -0.386, -5.400], [1.648, -1.803, -5.314], [0.976, -2.789, -6.060], [-0.729, -0.854, -3.340], [-1.108, -0.477, -1.953], [-2.114, -1.229, -1.349], [-3.322, -0.578, -1.401], [-4.298, -0.018, -1.193], [-0.871, 3.416, 0.505], [0.823, 2.622, 0.642], [-0.336, 2.591, 2.028], [-0.507, -0.850, 2.135], [1.016, 0.161, 1.764], [0.469, -1.141, 0.637], [1.741, 1.641, -3.582], [1.691, 0.373, -5.638], [0.080, -0.418, -6.173], [1.618, -2.154, -4.239], [2.735, -1.700, -5.572], [-1.241, -1.679, -3.891], [0.180, -0.966, 5.138], [-0.090, -0.261, 6.435], [0.188, 1.093, 6.124], [-0.081, 1.233, 4.799], [-0.219, 2.279, 4.249], [-0.181, 0.025, 4.175], [0.764, -0.669, 7.399], [1.234, -1.226, 5.013], [-0.420, -1.867, 5.019], [-1.119, -0.351, 6.791]], "mulliken_charge": [-0.7106, 0.0262, -0.8258, 0.9598, -0.8305, -0.4541, 0.3599, -0.5377, -0.2978, -0.2818, -0.3340, 0.3843, -0.2814, 0.3920, -0.3079, 0.3759, 0.3254, 0.1510, 0.1907, 0.2960, 0.4272, 0.3050, 0.3131, 0.3526, 0.2844, 0.3059, 0.4796, -0.4688, 0.2458, -0.3039, 0.5628, -0.5261, -0.1910, -0.2814, 0.3000, 0.2936, 0.3015], "molar_mass_da": 334.239, "homo_lumo_gap_ev": 7.386, "e_lumo_ha": -0.1863, "de_lowest_kcal_mol": 0.00, "charge": 1}

***

Record 2
{"formula": "C4H11N2", "method": "ωB97M-V with the def2-TZVPD basis set", "symbols": ["C", "C", "C", "N", "C", "N", "H", "H", "H", "H", "H", "H", "H", "H", "H", "H", "H"], "coordinates": [[-0.587, 1.072, -1.756], [0.673, 1.544, -1.035], [0.864, 0.958, 0.370], [0.615, -0.517, 0.468], [-0.607, -0.889, 0.812], [-0.849, -2.106, 1.287], [-1.486, 1.138, -1.146], [-0.668, 1.608, -2.698], [-0.394, 0.049, -2.091], [1.599, 1.241, -1.548], [0.856, 2.624, -1.016], [1.913, 1.084, 0.631], [0.245, 1.431, 1.128], [1.255, -1.300, 0.459], [-1.466, -0.231, 0.779], [-1.736, -2.342, 1.690], [-0.039, -2.685, 1.225]], "mulliken_charge": [-1.1551, -0.2744, -0.7331, -0.1382, 0.2668, -0.2968, 0.2584, 0.3696, 0.3194, 0.2919, 0.3700, 0.3633, 0.3901, 0.2150, 0.2889, 0.2585, 0.2057], "molar_mass_da": 87.146, "homo_lumo_gap_ev": 11.336, "e_lumo_ha": -0.1394, "de_lowest_kcal_mol": 21.35, "smiles": "CCCNC=[NH2+]", "charge": 1}

***

Record 3
{"formula": "C9H8N2O2", "method": "ωB97M-V with the def2-TZVPD basis set", "symbols": ["C", "N", "C", "O", "O", "C", "C", "C", "C", "C", "C", "C", "N", "H", "H", "H", "H", "H", "H", "H", "H"], "coordinates": [[3.180, 1.110, 0.436], [3.018, -0.219, -0.299], [1.862, -0.942, -0.414], [1.623, -2.126, -0.568], [0.814, -0.054, -0.048], [-0.514, -0.279, -0.003], [-1.157, -1.484, 0.071], [-2.547, -1.680, 0.176], [-3.358, -0.574, -0.100], [-2.664, 0.658, -0.139], [-1.331, 0.838, -0.202], [-0.915, 2.188, -0.262], [-0.580, 3.308, -0.375], [2.882, 0.860, 1.602], [4.293, 1.409, 0.303], [2.547, 1.807, -0.091], [3.972, -0.900, -0.116], [-0.453, -2.313, 0.052], [-3.031, -2.579, 0.370], [-4.487, -0.525, 0.006], [-3.155, 1.497, -0.399]], "mulliken_charge": [-0.6198, -0.2851, 0.5205, -0.5915, -0.2365, 0.4332, -0.2709, -0.6521, -0.5604, -0.6065, 0.6845, -0.0525, -0.5370, 0.2251, 0.3004, 0.2457, 0.3352, 0.4438, 0.4451, 0.3086, 0.4703], "molar_mass_da": 176.175, "homo_lumo_gap_ev": 9.728, "e_lumo_ha": 0.0130, "de_lowest_kcal_mol": 66.37, "smiles": "CNC(=O)Oc1ccccc1C#N", "charge": 0}

***

Record 4
{"formula": "C2H4AgO", "method": "ωB97M-V with the def2-TZVPD basis set", "symbols": ["H", "C", "H", "H", "C", "O", "Ag", "H"], "coordinates": [[0.867, 2.598, 0.963], [-0.644, -0.993, 0.174], [-1.615, -0.682, -0.225], [-0.551, -2.009, 0.559], [0.392, -0.130, 0.272], [0.392, 1.112, -0.174], [-0.166, 0.592, -2.308], [1.325, -0.489, 0.741]], "mulliken_charge": [0.0137, -0.9023, 0.2563, 0.2258, 0.2993, -0.7737, 0.5403, 0.3407], "multiplicity": 2, "molar_mass_da": 151.921, "homo_lumo_gap_ev": [5.484, 5.970], "e_lumo_ha": [-0.0681, -0.0693], "de_lowest_kcal_mol": 3.31, "s2": 0.755, "charge": 0}

***

Record 5
{"formula": "C11H13N2PdS2", "method": "ωB97M-V with the def2-TZVPD basis set", "symbols": ["Pd", "S", "C", "C", "C", "C", "C", "N", "H", "H", "H", "H", "C", "C", "C", "C", "C", "N", "H", "H", "H", "H", "H", "H", "H", "H", "H", "S", "C"], "coordinates": [[2.009, 0.656, -1.145], [4.175, -0.331, -0.719], [3.519, -0.371, 0.886], [4.292, -0.391, 2.060], [3.668, -0.289, 3.277], [2.281, -0.166, 3.334], [1.588, -0.174, 2.143], [2.174, -0.295, 0.949], [5.367, -0.457, 1.978], [4.253, -0.288, 4.189], [1.753, -0.076, 4.273], [0.505, -0.113, 2.133], [-3.100, 0.428, -2.555], [-2.477, -0.288, -1.350], [-3.018, -1.716, -1.228], [-2.739, 0.505, -0.063], [-1.012, -0.353, -1.554], [0.124, -0.410, -1.711], [-4.184, 0.456, -2.431], [-2.869, -0.096, -3.482], [-2.731, 1.451, -2.636], [-4.102, -1.673, -1.118], [-2.598, -2.222, -0.359], [-2.782, -2.303, -2.116], [-3.817, 0.591, 0.088], [-2.314, 1.507, -0.126], [-2.306, -0.001, 0.800], [2.164, 3.957, -1.624], [2.178, 2.464, -1.893]], "mulliken_charge": [0.0765, -0.4027, 0.8123, -0.5883, -0.1077, -0.7199, -0.0624, -0.4733, 0.3655, 0.3707, 0.3693, 0.2911, -1.6367, 1.9835, -1.6318, -1.5885, -0.0631, -0.5030, 0.3979, 0.3976, 0.3931, 0.3907, 0.3888, 0.4035, 0.4161, 0.3795, 0.3405, -0.1657, 0.1664], "multiplicity": 2, "molar_mass_da": 343.793, "homo_lumo_gap_ev": [7.114, 7.077], "e_lumo_ha": [0.0020, -0.0071], "s2": 0.757, "charge": 0}

***

Record 6
{"formula": "C4H9F", "method": "ωB97M-V with the def2-TZVPD basis set", "symbols": ["C", "C", "C", "C", "H", "H", "H", "H", "H", "H", "H", "H", "H", "F"], "coordinates": [[-1.849, 0.043, -0.421], [-0.430, 0.794, 0.147], [0.235, -0.532, 0.152], [1.931, -0.226, 0.012], [-2.786, 0.676, -1.262], [-1.487, -0.883, -1.063], [-2.378, -0.153, 0.499], [-0.141, 1.648, -0.549], [-0.165, 1.378, 1.241], [0.190, -1.154, -0.594], [2.527, -1.202, -0.239], [2.063, 0.911, -0.567], [2.208, 0.020, 1.273], [0.081, -1.321, 1.369]], "mulliken_charge": [-0.8453, -0.4696, 0.0110, -0.9090, 0.2634, 0.2707, 0.2504, 0.3240, 0.2744, 0.3989, 0.2957, 0.2555, 0.2099, -0.3301], "molar_mass_da": 76.114, "homo_lumo_gap_ev": 10.877, "e_lumo_ha": 0.0387, "de_lowest_kcal_mol": 132.88, "charge": 0}